Record 1
50
Properties=species:S:1:pos:R:3 method="wB97M-V/def2-TZVPD" multiplicity=1 molar_mass_g_mol=326.436 smiles="CC1=CC(=O)CC(C)(C)[C@@H]1CC[C@@]1(C)C=Cc2cc(O)ccc2O1" total_energy_ha=-1041.43278 homo_ev=-7.8 e_lumo_ha=0.0146 total_charge=0
C -3.52791 -0.57698 1.38903
C -3.51432 -0.20538 -0.03865
C -4.73850 0.11576 -0.60090
C -4.91552 0.57403 -2.05694
O -6.00796 0.85852 -2.40001
C -3.65531 0.69802 -3.00924
C -2.40024 -0.08486 -2.42649
C -1.24003 0.52805 -3.25661
C -2.53406 -1.57352 -2.74140
C -2.25010 0.12798 -0.86827
C -0.99301 -0.58137 -0.29343
C -0.00960 0.41412 0.42840
C 1.21383 -0.22842 1.12524
C 0.79732 -1.28479 2.13987
C 2.10901 -0.86680 0.00933
C 3.45012 -0.61494 0.08490
C 4.05217 0.14623 1.12072
C 5.41461 0.33859 1.29095
C 5.89238 1.08582 2.32515
O 7.22093 1.17808 2.40378
C 5.05455 1.57185 3.28197
C 3.63251 1.51831 3.07386
C 3.12992 0.79256 2.02554
O 1.77880 0.74341 1.91329
H -4.51519 -0.48925 1.86245
H -2.83175 0.04293 1.89328
H -3.12326 -1.61532 1.42839
H -5.68713 0.02956 0.01682
H -3.93868 0.26520 -3.99484
H -3.42873 1.81092 -3.13514
H -0.99154 1.52288 -2.79493
H -0.31152 -0.02618 -3.12596
H -1.60065 0.69605 -4.26946
H -2.35658 -2.13794 -1.76942
H -3.57066 -1.65674 -3.07291
H -1.89886 -1.89924 -3.47974
H -2.19259 1.20142 -0.69831
H -1.19942 -1.46040 0.41951
H -0.38029 -1.00240 -1.10881
H -0.53901 0.90240 1.16751
H 0.39084 1.18910 -0.23825
H 0.54385 -2.22406 1.69043
H 1.61955 -1.42976 2.85426
H -0.08857 -0.93600 2.69503
H 1.73302 -1.40006 -0.76237
H 4.19103 -0.88654 -0.62675
H 6.08309 -0.18244 0.55807
H 7.58770 0.67619 1.71769
H 5.54265 2.25414 4.03332
H 3.00310 2.08130 3.82007

Record 2
55
Properties=species:S:1:pos:R:3 method="wB97M-V/def2-TZVPD" multiplicity=2 molar_mass_g_mol=441.285 total_energy_ha=-2611.53823 homo_ev="-4.3 / -4.3" e_lumo_ha="0.1060 / 0.1060" total_charge=-1
Mn -0.81681 -0.91803 -0.98611
C 1.69199 0.17507 -3.16511
Si 2.10499 -1.41963 -2.16691
C 1.10379 -2.74923 -3.12501
C 3.95329 -1.89083 -2.34451
N 1.33369 -1.32283 -0.65001
C 1.73679 -1.19773 0.62159
C 3.06409 -0.99233 1.05539
C 3.38239 -0.82653 2.38759
C 2.39819 -0.86903 3.36359
C 1.07559 -1.06933 2.98139
C 0.75239 -1.23163 1.65469
O -0.57131 -1.33273 1.19469
C -1.60481 -1.47843 2.07829
C -1.65571 -2.48493 3.03849
C -2.76711 -2.59233 3.85159
C -3.82361 -1.70073 3.73959
C -3.77721 -0.70703 2.77219
C -2.68101 -0.59793 1.94129
H 1.99269 0.10687 -4.20641
H 2.12329 1.08047 -2.74891
H 0.59619 0.28407 -3.13381
H 1.34769 -2.79333 -4.18321
H 0.03499 -2.48473 -3.03441
H 1.23789 -3.74283 -2.70711
H 4.17649 -2.16543 -3.37091
H 4.18509 -2.74513 -1.71601
H 4.61839 -1.08123 -2.06291
H 3.83559 -0.94243 0.30179
H 4.41379 -0.64523 2.66719
H 2.63529 -0.73953 4.40979
H 0.29439 -1.07453 3.72829
H -0.84611 -3.19303 3.12429
H -2.80211 -3.37963 4.58999
H -4.67831 -1.79403 4.39289
H -4.59061 -0.00283 2.67729
H -2.62381 0.14967 1.15239
F -3.52781 -2.37753 -2.60661
B -2.48421 -2.30183 -1.72051
F -2.53011 -3.53513 -1.09611
C 0.40059 4.14067 -1.65081
C -0.85781 3.72107 -0.87621
C -2.09291 4.47397 -1.38981
C -0.64591 4.00847 0.61859
C -1.05891 2.28067 -1.06321
C -1.20551 1.08317 -1.22401
H 0.61639 5.20177 -1.50741
H 0.28149 3.94377 -2.71421
H 1.25609 3.55807 -1.30841
H -1.99641 5.55077 -1.24461
H -2.98141 4.12917 -0.86431
H -2.24511 4.27147 -2.44781
H -0.44471 5.06967 0.78199
H 0.19289 3.42607 0.99949
H -1.52691 3.72487 1.19109

Record 3
56
Properties=species:S:1:pos:R:3 method="wB97M-V/def2-TZVPD" multiplicity=1 molar_mass_g_mol=418.254 total_energy_ha=-1494.91998 homo_ev=-12.8 e_lumo_ha=-0.1877 total_charge=+1
F -4.98329 1.43261 -0.54208
C -4.82076 1.62604 0.81235
F -5.18957 2.91344 1.05252
F -5.72634 0.80626 1.43628
C -3.43066 1.31852 1.28437
C -2.60847 2.34383 1.75639
C -1.25596 2.06924 1.96698
C -0.75027 0.77996 1.65897
C 0.69604 0.43140 1.41487
C 1.18449 -0.70875 2.26196
C 0.45782 -1.52517 3.18601
C 0.99680 -2.72290 3.68075
C 2.31739 -3.05386 3.32843
C 2.80756 -4.42562 3.69566
F 4.04414 -4.67795 3.17886
F 2.88737 -4.53742 5.06032
F 1.99986 -5.44857 3.26437
C 3.11248 -2.17926 2.62054
C 2.56141 -1.00892 2.12361
C -1.65190 -0.26343 1.37671
C -2.98993 0.00689 1.14532
H -2.99776 3.35224 1.89552
H -0.60264 2.84523 2.39194
H 1.38164 1.34963 1.60957
H -0.52721 -1.24204 3.57672
H 0.40562 -3.41839 4.24870
H 4.13835 -2.46422 2.34857
H 3.18201 -0.28824 1.58367
H -1.27126 -1.28187 1.29025
H -3.65360 -0.77461 0.77670
C 2.15978 0.88198 -4.32635
C 0.80222 0.32733 -3.95781
N 0.38558 0.71215 -2.51189
C 0.38838 2.21619 -2.45777
C -0.02202 2.72988 -1.09817
C -1.01295 0.21824 -2.27473
C -1.14703 -1.27418 -2.53869
B 1.31269 0.10777 -1.25825
H 0.99824 0.20339 0.15525
H 2.41845 0.49274 -5.31239
H 2.17716 1.97296 -4.42530
H 2.95195 0.56668 -3.64063
H 0.01484 0.77080 -4.58936
H 0.77167 -0.76990 -4.04015
H 1.40033 2.57353 -2.71290
H -0.33733 2.52710 -3.22178
H 0.14243 3.81431 -1.06347
H -1.09023 2.58345 -0.89524
H 0.55716 2.28153 -0.27724
H -1.28010 0.45310 -1.22420
H -1.63539 0.77540 -2.98510
H -2.12027 -1.61156 -2.16737
H -1.14804 -1.51271 -3.60914
H -0.38108 -1.88893 -2.04370
H 1.55753 -1.07284 -1.63027
H 2.42267 0.66751 -1.37817

Record 4
61
Properties=species:S:1:pos:R:3 method="wB97M-V/def2-TZVPD" multiplicity=1 molar_mass_g_mol=796.589 total_energy_ha=-7679.80826 homo_ev=-3.9 e_lumo_ha=0.0751 total_charge=-1
Sr -0.33201 0.03737 3.83339
O -7.32691 0.03447 2.82099
C -6.12561 0.03517 2.88969
S -5.13931 1.48667 2.95189
C -3.54011 0.71337 2.93019
C -3.53901 -0.63873 2.92469
S -2.21771 -1.73673 2.86989
S -5.13661 -1.41513 2.94109
S -2.22111 1.81437 2.88519
Cl -0.97611 0.03717 7.38309
C 0.73809 0.03727 7.23049
C 1.26909 0.03647 5.94509
C 2.65589 0.03697 5.88489
Cl 3.38349 0.03637 4.32489
C 3.48429 0.03797 7.00479
Cl 5.19949 0.03867 6.84689
C 2.90289 0.03847 8.26689
Cl 3.89369 0.03947 9.67119
C 1.51579 0.03817 8.38649
Cl 0.80209 0.03897 9.95329
C -2.25341 1.37317 -2.31711
C -1.63211 -0.01163 -2.52321
C -2.39581 -0.96603 -1.59901
C -1.87651 -0.41873 -3.98071
Si 0.27179 -0.00613 -2.10391
Br 0.42469 0.03947 0.18249
C 1.20519 -1.66073 -2.57991
C 0.31949 -2.88123 -2.30961
C 1.59829 -1.68333 -4.05971
C 2.47059 -1.85863 -1.73841
C 1.20889 1.62397 -2.64411
C 0.76689 2.82227 -1.79721
C 0.96999 1.95607 -4.11991
C 2.71889 1.47997 -2.43261
H -3.33101 1.31197 -2.47051
H -1.86251 2.10267 -3.02251
H -2.08901 1.72797 -1.30291
H -3.46021 -0.92453 -1.83061
H -2.27871 -0.67713 -0.55741
H -2.07381 -1.99583 -1.70471
H -2.93891 -0.34223 -4.21001
H -1.57101 -1.44403 -4.16961
H -1.33841 0.22797 -4.67011
H -0.53791 -2.91353 -2.97641
H -0.02871 -2.88773 -1.28021
H 0.89549 -3.79303 -2.46891
H 0.73649 -1.54063 -4.70621
H 2.04469 -2.64723 -4.30471
H 2.32869 -0.91313 -4.29081
H 2.22309 -1.93833 -0.68361
H 3.18169 -1.04973 -1.86201
H 2.96109 -2.78563 -2.03601
H -0.28911 3.03877 -1.90711
H 1.32279 3.70907 -2.10301
H 0.97149 2.64917 -0.74421
H -0.07231 2.19367 -4.31281
H 1.25689 1.13227 -4.76811
H 1.56459 2.82577 -4.40001
H 2.93869 1.19597 -1.40671
H 3.20729 2.43537 -2.62451
H 3.15149 0.74677 -3.10821

In the order shown, the computed maximum force values come out to 6.0; 1.4; 5.0; 1.1 eV/Å.